(1)
C12H18F12FeO9P2 as an isolated structure at a distorted geometry, computed with the ωB97M-V functional and the def2-TZVPD basis.

Each line ends with the Löwdin charge.
Atoms and positions in Å:
Fe  29.3319  -12.8809  26.1512  0.982
P  27.7828  -12.6130  28.6056  0.200
F  27.8111  -11.5038  29.7432  -0.106
F  29.4509  -12.6240  28.6338  -0.178
F  27.7906  -13.8169  29.6588  -0.122
F  27.8818  -13.7871  27.4146  -0.203
F  26.1941  -12.6305  28.5385  -0.105
F  27.9371  -11.5796  27.3695  -0.151
P  32.1118  -12.9386  25.8402  0.191
F  32.6361  -11.7188  24.8983  -0.136
F  33.0359  -13.9559  25.0559  -0.104
F  33.1887  -12.6426  26.9472  -0.084
F  31.4249  -14.1243  26.7045  -0.130
F  31.0787  -11.8601  26.5393  -0.180
F  30.8532  -13.1918  24.7591  -0.188
C  31.7425  -17.4190  22.8449  0.003
C  30.2777  -17.1580  23.2639  -0.293
C  29.6801  -18.2237  24.2224  -0.086
O  29.1991  -17.4628  25.3004  0.106
C  29.4043  -16.1705  25.1232  -0.531
O  29.0957  -15.3424  25.9194  0.134
O  30.0542  -15.9455  23.9600  0.100
H  32.3727  -16.7244  23.3977  0.091
H  31.8731  -17.3130  21.7723  0.077
H  31.9436  -18.4576  23.1029  0.076
H  29.6836  -17.2451  22.3513  0.143
H  30.3913  -18.9473  24.6308  0.132
H  28.9119  -18.8062  23.7111  0.132
C  30.3140  -6.5626  24.1038  -0.018
C  29.4027  -7.1938  25.1360  -0.266
C  27.9898  -7.5304  24.6325  -0.086
O  28.0434  -8.9285  24.4223  0.064
C  29.1075  -9.4616  25.0634  -0.526
O  29.2346  -10.6273  25.2711  0.125
O  29.9177  -8.5120  25.5068  0.117
H  31.3381  -6.7433  24.4431  0.094
H  30.2784  -5.4841  24.3017  0.089
H  30.1436  -6.7815  23.0579  0.090
H  29.3480  -6.6582  26.0782  0.153
H  27.6512  -7.0325  23.7274  0.136
H  27.2720  -7.3431  25.4394  0.136
C  23.3720  -12.1087  23.1759  -0.026
C  24.8097  -12.5295  22.9360  -0.301
C  25.7093  -11.3997  22.4274  -0.095
O  26.7932  -11.3560  23.3202  0.100
C  26.6766  -12.3510  24.2071  -0.501
O  27.5497  -12.8074  24.8606  0.140
O  25.4146  -12.8293  24.1956  0.110
H  23.2867  -11.1174  23.6188  0.089
H  22.8005  -12.8670  23.7104  0.090
H  22.7977  -12.0254  22.2443  0.090
H  24.8170  -13.4301  22.3198  0.155
H  25.1629  -10.4526  22.5114  0.131
H  25.8243  -11.4589  21.3420  0.141

Summary:
- Total charge: 0
- Multiplicity: 5
- E: -4290.52548 a.u.
- Molecular weight: 652.04 g/mol

=====

(2)
C12H18F18NaO9P3 as an isolated structure at a distorted geometry, computed with the ωB97M-V functional and the def2-TZVPD basis.

Each line ends with the Löwdin charge.
Atoms and positions in Å:
Na  -14.2451  -14.5998  -17.5717  0.393
P  -15.3618  -15.8672  -20.6893  0.178
F  -15.4153  -17.1143  -19.6838  -0.151
F  -16.0202  -14.8496  -19.5438  -0.177
F  -13.9206  -15.4702  -20.0310  -0.172
F  -15.2161  -14.6192  -21.7120  -0.167
F  -14.6301  -16.8115  -21.7899  -0.176
F  -16.8473  -16.1683  -21.2056  -0.156
P  -17.0936  -17.4474  -16.2397  0.207
F  -16.4088  -18.2936  -14.9976  -0.194
F  -17.8121  -16.4746  -15.1378  -0.170
F  -15.7878  -16.4530  -16.2091  -0.126
F  -17.7390  -16.6423  -17.4550  -0.112
F  -16.3574  -18.4519  -17.2621  -0.141
F  -18.4087  -18.4025  -16.1569  -0.175
P  -12.1364  -12.2208  -19.0812  0.165
F  -10.6630  -11.7203  -18.5082  -0.211
F  -11.5161  -13.7032  -19.2507  -0.157
F  -12.6146  -12.6364  -17.5775  -0.164
F  -13.5606  -12.6954  -19.6553  -0.137
F  -12.6888  -10.7266  -18.8248  -0.170
F  -11.6821  -11.8236  -20.5818  -0.171
C  -15.1377  -16.5852  -11.8904  -0.027
C  -15.6221  -16.0268  -13.2356  -0.287
C  -16.4897  -14.7529  -13.0932  -0.087
O  -15.8111  -13.7838  -13.8705  0.077
C  -14.6729  -14.2930  -14.3813  -0.565
O  -13.9780  -13.7440  -15.1813  0.159
O  -14.4470  -15.5079  -13.8852  0.078
H  -14.4879  -15.8997  -11.3444  0.081
H  -14.6241  -17.5318  -12.0448  0.079
H  -16.0116  -16.7167  -11.2413  0.077
H  -15.9715  -16.8088  -13.9034  0.094
H  -16.5213  -14.5274  -12.0257  0.119
H  -17.4641  -14.9455  -13.5402  0.115
C  -8.4415  -16.4130  -19.5868  -0.019
C  -9.3783  -17.1683  -18.6586  -0.300
C  -9.1489  -16.9185  -17.1548  -0.108
O  -10.3627  -16.3978  -16.6569  0.086
C  -11.3041  -16.4312  -17.6264  -0.530
O  -12.4385  -16.1317  -17.5010  0.190
O  -10.7439  -16.7376  -18.8158  0.092
H  -7.4335  -16.7662  -19.3499  0.078
H  -8.5620  -15.3346  -19.5696  0.098
H  -8.6022  -16.7700  -20.6063  0.082
H  -9.4865  -18.2335  -18.8621  0.147
H  -8.2617  -16.3143  -16.9780  0.126
H  -9.0073  -17.8947  -16.6829  0.123
C  -20.3821  -14.3837  -18.9029  -0.009
C  -19.5210  -13.5397  -17.9687  -0.286
C  -19.5759  -13.9489  -16.4668  -0.074
O  -18.2264  -13.6700  -16.0747  0.046
C  -17.4355  -13.6033  -17.1579  -0.568
O  -16.2741  -13.3676  -17.1482  0.178
O  -18.1588  -13.8768  -18.2466  0.063
H  -21.3602  -13.9044  -19.0056  0.072
H  -20.5596  -15.3649  -18.4667  0.083
H  -19.9185  -14.5039  -19.8779  0.092
H  -19.5664  -12.4502  -18.0307  0.153
H  -19.7022  -15.0072  -16.2474  0.126
H  -20.2414  -13.2269  -15.9943  0.124

Summary:
- Total charge: -2
- Relative energy (zero: lowest compared OMol25 entry of this formula, charge and spin): 37.9 kcal/mol
- E: -4130.11278 a.u.
- Molecular weight: 764.14 g/mol

=====

(3)
C12H18F9FeO6 as an isolated structure at a distorted geometry, computed with the ωB97M-V functional and the def2-TZVPD basis.

Each line ends with the Löwdin charge.
Atoms and positions in Å:
Fe  -0.0928  -1.0946  -0.0120  0.996
C  0.0267  0.0175  3.0972  -0.464
O  -0.8611  1.1097  3.4614  -0.082
O  -0.3349  -0.4140  1.9339  -0.169
C  1.5326  0.4608  3.1106  -0.511
F  2.1786  -0.0502  4.1920  0.100
F  2.2223  0.1151  2.0257  0.142
F  1.6902  1.8188  3.2064  0.093
C  -0.6733  1.7306  4.7109  -0.307
C  -2.0020  2.1868  5.2622  -0.091
H  -2.7574  1.4027  5.3414  0.073
H  -1.8898  2.6421  6.2499  0.066
H  -2.4493  2.9497  4.6157  0.072
H  -0.0159  2.5879  4.5711  0.106
H  -0.2438  1.0344  5.4479  0.119
H  -0.1033  -0.7063  3.9323  0.148
C  2.3451  -0.9833  -0.9853  -0.438
O  1.3758  0.0803  -1.0351  -0.163
O  1.7485  -1.9466  -0.2818  -0.189
C  2.8250  -1.4219  -2.3848  -0.543
F  2.1374  -0.8210  -3.3829  0.122
F  4.1227  -1.1589  -2.5945  0.134
F  2.6403  -2.7346  -2.5676  0.135
C  1.7504  1.3290  -1.5567  -0.257
C  0.8058  2.3808  -0.9776  -0.037
H  0.6522  2.2228  0.0850  0.085
H  1.1720  3.3897  -1.1753  0.075
H  -0.1225  2.2912  -1.5421  0.053
H  1.8701  1.3896  -2.6404  0.114
H  2.7671  1.6110  -1.2243  0.124
H  3.1904  -0.5943  -0.3896  0.154
C  -2.3639  -0.5049  -1.4787  -0.455
O  -1.4210  -1.5405  -1.8459  -0.165
O  -1.9932  -0.1989  -0.2579  -0.156
C  -2.3410  0.6225  -2.5276  -0.548
F  -1.1609  0.6447  -3.2025  0.124
F  -3.3203  0.4635  -3.4446  0.119
F  -2.4789  1.8270  -1.9905  0.155
C  -1.6532  -2.3482  -2.9548  -0.281
C  -0.5076  -3.3242  -3.1133  -0.063
H  -0.2171  -3.7605  -2.1517  0.083
H  -0.7315  -4.2131  -3.7081  0.073
H  0.3501  -2.8134  -3.5440  0.060
H  -1.7061  -1.7856  -3.8968  0.117
H  -2.6216  -2.8627  -2.8784  0.121
H  -3.3409  -1.0306  -1.4989  0.157

Summary:
- Total charge: -1
- Multiplicity: 5
- Relative energy (zero: lowest compared OMol25 entry of this formula, charge and spin): 6.1 kcal/mol
- E: -3082.09466 a.u.
- Molecular weight: 485.10 g/mol

=====

(4)
C12H18IO9Ti as an isolated structure at a distorted geometry, computed with the ωB97M-V functional and the def2-TZVPD basis.

Each line ends with the Löwdin charge.
Atoms and positions in Å:
Ti  -8.9639  -10.1564  -8.4971  0.264
I  -7.0439  -12.2827  -8.5374  -0.227
C  -13.0230  -8.2450  -8.2112  -0.009
C  -12.0888  -8.0460  -7.0509  -0.310
C  -12.6471  -8.5362  -5.7042  -0.068
O  -11.5051  -9.1083  -5.0588  0.081
C  -10.5661  -9.3773  -5.9857  -0.582
O  -9.5143  -9.8919  -5.8057  0.157
O  -10.8963  -8.8223  -7.1839  0.001
H  -13.1290  -9.3172  -8.3887  0.093
H  -12.6179  -7.8009  -9.1174  0.091
H  -14.0098  -7.8465  -7.9763  0.095
H  -11.8022  -6.9903  -6.9870  0.153
H  -13.4034  -9.2995  -5.8783  0.112
H  -13.0104  -7.7351  -5.0689  0.138
C  -14.6983  -12.2191  -5.7076  -0.024
C  -13.2337  -12.5332  -5.6512  -0.297
C  -12.8513  -13.9512  -6.1024  -0.074
O  -12.0725  -13.7602  -7.2822  0.093
C  -11.7268  -12.4660  -7.3907  -0.537
O  -10.8878  -12.0503  -8.1151  0.100
O  -12.5246  -11.6968  -6.6017  0.053
H  -15.1944  -12.6922  -4.8571  0.096
H  -15.1134  -12.6095  -6.6383  0.097
H  -14.9281  -11.1568  -5.6509  0.075
H  -12.8163  -12.3207  -4.6659  0.155
H  -13.7239  -14.5468  -6.3680  0.133
H  -12.2836  -14.4702  -5.3330  0.136
C  -7.4215  -5.3566  -4.8794  -0.011
C  -8.5196  -5.5319  -5.9152  -0.296
C  -8.4731  -4.5915  -7.1332  -0.068
O  -8.2383  -5.4616  -8.2556  0.086
C  -8.3921  -6.7335  -7.8520  -0.553
O  -8.4356  -7.6606  -8.6012  0.080
O  -8.4573  -6.8282  -6.5160  0.092
H  -7.7955  -5.6397  -3.8955  0.084
H  -7.0607  -4.3298  -4.8621  0.084
H  -6.5681  -6.0125  -5.0543  0.097
H  -9.4844  -5.3405  -5.4411  0.146
H  -7.7442  -3.7840  -7.0894  0.132
H  -9.4308  -4.1101  -7.3462  0.130

Summary:
- Total charge: 0
- Multiplicity: 4
- Relative energy (zero: lowest compared OMol25 entry of this formula, charge and spin): 0.0 kcal/mol
- E: -2292.37206 a.u.
- Molecular weight: 481.04 g/mol

=====

(5)
An isolated ion of composition C12H18N and charge +1 at a distorted geometry, computed with the ωB97M-V functional and the def2-TZVPD basis.

Each line ends with the Löwdin charge.
Atoms and positions in Å:
C  -1.4143  -2.2326  -0.8545  -0.110
C  -2.3418  -1.5211  -0.1592  -0.048
C  -0.1038  -2.6603  -0.4252  -0.087
C  -2.1834  -0.6867  1.1489  0.004
C  0.1605  0.6127  -0.4019  -0.060
C  0.8584  -1.9619  0.1490  -0.052
C  -1.6777  0.5706  1.1828  -0.074
C  1.0691  -0.4845  0.3335  -0.412
C  0.5817  1.0890  -1.7235  -0.004
C  2.5044  -0.1463  -0.1339  -0.053
C  1.0699  -0.2311  1.8830  -0.041
C  -1.5431  2.5041  -0.3140  0.007
N  -1.0306  1.1617  -0.0126  -0.057
H  -1.9041  -2.8242  -1.7129  0.138
H  -3.3886  -1.6819  -0.5158  0.120
H  0.0469  -3.7302  -0.5214  0.121
H  -2.7547  -0.9874  2.0053  0.110
H  1.6881  -2.4453  0.7492  0.151
H  -1.9226  1.3154  1.9617  0.140
H  -0.1111  1.7812  -2.1400  0.061
H  0.4767  0.2892  -2.4302  0.118
H  1.6250  1.5534  -1.7188  0.136
H  2.7652  -0.3279  -1.1479  0.078
H  3.1025  -0.8962  0.4394  0.110
H  2.7252  0.9189  -0.0079  0.101
H  1.9606  -0.5892  2.4019  0.096
H  0.2885  -0.6412  2.4061  0.036
H  1.0749  0.8645  2.2248  0.126
H  -1.4973  3.1199  0.5718  0.098
H  -2.6031  2.3411  -0.6106  0.125
H  -0.9036  3.0012  -1.1371  0.123

Summary:
- Total charge: +1
- Relative energy (zero: lowest compared OMol25 entry of this formula, charge and spin): 100.5 kcal/mol
- E: -522.43077 a.u.
- Molecular weight: 176.28 g/mol

=====

(6)
C12H18N2O3S in the gas phase at a distorted geometry, computed with the ωB97M-V functional and the def2-TZVPD basis.

Each line ends with the Löwdin charge.
Atoms and positions in Å:
C  3.9692  -0.6682  -1.5524  -0.053
C  4.1529  -1.9558  -1.0606  -0.508
H  4.3928  -2.6374  -1.9415  0.155
H  4.9760  -2.0119  -0.3058  0.159
O  3.1921  -2.4064  -0.5610  0.048
C  2.2361  -3.1433  -1.2980  -0.436
O  2.4082  -3.3465  -2.3920  0.205
C  0.9014  -3.4518  -0.7085  -0.050
C  -0.1371  -2.4866  -1.0513  -0.358
C  -0.9278  -2.4672  -2.0292  -0.500
S  -2.0932  -1.2743  -2.2171  1.045
C  -1.2391  -0.6770  -0.7428  -0.511
N  -0.2100  -1.2647  -0.1194  0.194
N  -1.7684  0.4862  -0.0086  0.094
C  -1.2145  1.1327  1.1085  -0.232
O  -0.3687  0.4121  1.9688  -0.072
C  -1.8419  2.4419  1.6896  -0.641
C  -3.4098  2.1879  1.5836  -0.068
H  -4.0582  3.1939  1.8759  0.131
H  -3.8181  1.2687  2.1511  0.106
H  -3.7934  2.1557  0.4081  0.106
C  -1.5280  2.5559  2.9977  -0.096
H  -1.9462  1.9439  3.6732  0.074
H  -1.9408  3.5711  3.3235  0.135
H  -0.5153  2.8893  2.7650  0.114
C  -1.5318  3.5037  0.5793  -0.005
H  -0.2452  3.6306  0.6903  0.178
H  -1.8971  3.1910  -0.5454  0.146
H  -1.8379  4.3074  0.8981  -0.047
H  -2.3977  1.0234  -0.4294  0.022
H  -1.0435  -3.2510  -2.9358  0.144
H  1.1392  -3.3982  0.3759  0.139
H  0.5238  -4.5097  -0.9004  0.162
H  3.4084  -0.6104  -2.4179  0.082
H  3.7006  -0.0178  -0.8173  0.079
H  4.7631  -0.3173  -2.0544  0.060

Summary:
- Total charge: 0
- Relative energy (zero: lowest compared OMol25 entry of this formula, charge and spin): 268.8 kcal/mol
- E: -1201.11850 a.u.
- Molecular weight: 270.35 g/mol